76
Properties=species:S:1:pos:R:3:mulliken_spin:R:1 method="wB97M-V/def2-TZVPD" spin_multiplicity=4 total_charge=+3 s2=4.03
Mn -1.40290 -1.12110 0.43629 3.041
C -6.18141 2.02868 -0.61952 0.000
N -4.76091 1.67831 -0.57742 -0.002
C -4.16986 1.08768 0.43509 -0.021
N -4.86551 0.72027 1.50274 0.002
S -2.43126 0.88846 0.38080 -0.018
H -6.36083 2.62111 -1.51060 0.000
H -6.44760 2.63196 0.24885 0.000
H -6.79899 1.13137 -0.66426 0.000
H -4.18173 1.88465 -1.37647 0.000
H -5.85135 0.91978 1.58970 0.001
H -4.37786 0.41726 2.32855 -0.001
N 1.47281 -1.93657 -1.86545 0.007
C 0.96107 -2.73535 -0.92819 0.019
N 0.24480 -2.29166 0.09668 -0.036
C -0.07531 -3.36180 0.95778 -0.022
C -0.75678 -3.22709 2.16182 0.041
C -1.11401 -4.37189 2.85866 0.016
C -0.78112 -5.63241 2.36389 0.001
C -0.06671 -5.77219 1.18281 0.006
C 0.28352 -4.62039 0.49483 -0.004
S 1.19182 -4.44967 -0.99232 0.003
H 1.46566 -0.93730 -1.74456 -0.003
H 2.00695 -2.30970 -2.63296 0.000
H -0.92606 -2.24665 2.61337 -0.003
H -1.62823 -4.28771 3.80615 0.001
H -1.05966 -6.51569 2.92130 0.000
H 0.21026 -6.75233 0.81911 0.000
C 2.35910 5.08727 -2.55952 0.000
N 2.74547 4.95483 -1.15784 0.000
C 2.35104 4.02946 -0.28649 0.000
Se 0.99773 2.74802 -0.63714 -0.002
N 2.98143 4.22430 0.87559 0.000
C 3.84256 5.31765 0.76027 0.000
C 4.70705 5.92197 1.66464 0.000
C 5.39113 7.02613 1.19958 0.000
C 5.22506 7.50811 -0.11022 0.000
C 4.36766 6.90248 -1.00562 0.000
C 3.68051 5.79026 -0.53254 0.000
H 1.76127 4.22908 -2.85322 0.000
H 3.26025 5.12088 -3.16796 0.000
H 1.78718 6.00252 -2.69725 0.000
H 2.88851 3.63330 1.68528 0.000
H 4.84129 5.55330 2.67190 0.000
H 6.07423 7.53944 1.86184 0.000
H 5.78475 8.37878 -0.42201 0.000
H 4.24615 7.27364 -2.01349 0.000
C 1.56876 1.40631 0.64992 -0.007
C 2.92971 0.77490 0.45330 0.001
C 3.73421 0.99156 -0.65673 0.000
C 4.95970 0.34132 -0.76827 0.001
C 5.38369 -0.52645 0.22366 0.000
C 4.58276 -0.74436 1.33939 0.000
C 3.36425 -0.09686 1.45299 -0.001
H 1.45266 1.81958 1.65225 -0.001
H 0.81177 0.60966 0.56026 0.035
H 3.42038 1.66684 -1.44344 0.000
H 5.58562 0.52272 -1.63184 0.000
H 6.33738 -1.02860 0.13533 0.000
H 4.91371 -1.41092 2.12436 0.000
H 2.74974 -0.26319 2.33179 -0.001
N -6.35894 -5.80422 -1.28112 0.000
C -5.02883 -5.82206 -1.44076 -0.001
S -4.13335 -7.09972 -1.90545 0.001
C -4.32154 -4.55100 -1.07611 -0.004
C -4.59625 -3.86976 0.10589 0.000
C -3.79247 -2.80835 0.47356 0.027
N -2.77227 -2.38749 -0.28416 -0.077
C -2.54497 -3.00331 -1.45938 -0.003
C -3.28516 -4.08178 -1.87981 0.012
H -6.88174 -6.64288 -1.48460 0.000
H -6.87215 -4.96292 -1.08182 0.000
H -5.38310 -4.19592 0.77264 -0.001
H -3.94225 -2.30475 1.42046 -0.003
H -1.72505 -2.62589 -2.05775 -0.003
H -3.04742 -4.58394 -2.80698 0.001

---

75
Properties=species:S:1:pos:R:3:mulliken_charge:R:1 method="wB97M-V/def2-TZVPD" smiles="COC(=O)c1cccc(N(C(=O)CNC(=O)c2cccs2)[C@@H](C(=O)NC[C@H]2CCCO2)c2ccc(OC)c(OC)c2)c1"
C 3.21914 2.21176 -3.60468 -0.763
O 3.00289 1.17680 -2.65897 -0.372
C 1.72200 0.88378 -2.40123 -0.067
O 0.79698 1.44585 -2.93985 -0.546
C 1.56804 -0.19155 -1.39625 1.861
C 2.65323 -0.84369 -0.81603 -0.464
C 2.43290 -1.83790 0.11852 -1.633
C 1.14426 -2.18048 0.49675 -0.695
C 0.06125 -1.52842 -0.07771 -0.013
N -1.26783 -1.80662 0.33858 0.583
C -1.97333 -2.90071 -0.02935 1.124
O -3.09750 -3.11963 0.37554 -0.702
C -1.29453 -3.81931 -1.04649 -1.163
N -0.88991 -3.11405 -2.23660 -0.069
C 0.40342 -3.05626 -2.64310 0.574
O 1.29174 -3.69338 -2.10716 -0.665
C 0.67109 -2.15238 -3.76989 0.183
C 1.90307 -1.92413 -4.32100 -0.453
C 1.87968 -0.95605 -5.34156 -0.579
C 0.63411 -0.45279 -5.55341 -0.404
S -0.53288 -1.14953 -4.51399 -0.204
C -1.87217 -0.87994 1.29614 -0.260
C -1.38629 -1.18675 2.72284 -0.118
O -0.57473 -2.04166 2.99024 -0.638
N -1.97900 -0.38820 3.63954 -0.011
C -1.51764 -0.30484 5.00392 -1.331
C -0.46210 0.80475 5.17102 0.731
C -1.00445 2.19999 4.80838 -0.141
C -0.41172 3.08927 5.90026 -0.641
C -0.37101 2.11572 7.07581 -0.558
O -0.01377 0.86706 6.51600 -0.523
C -1.54685 0.54494 0.93002 -1.603
C -2.39091 1.29805 0.13831 -1.013
C -2.00018 2.55444 -0.30665 -0.631
C -0.76007 3.07150 0.02705 0.903
O -0.27134 4.26760 -0.38604 -0.461
C -0.98899 4.97471 -1.36886 -0.994
C 0.09751 2.31720 0.86196 0.674
O 1.29710 2.88942 1.14980 -0.524
C 2.24148 2.13357 1.86827 -0.588
C -0.30905 1.07354 1.30342 0.954
C 0.27452 -0.54377 -1.03117 -0.855
H 2.72838 1.96883 -4.54982 0.285
H 4.29551 2.28358 -3.73750 0.285
H 2.81480 3.15480 -3.23054 0.278
H 3.65507 -0.57011 -1.10701 0.551
H 3.27035 -2.35331 0.56253 0.419
H 0.96942 -2.93199 1.25044 0.704
H -0.39139 -4.26526 -0.61992 0.416
H -2.00809 -4.61330 -1.29105 0.377
H -1.58992 -2.56965 -2.71595 0.217
H 2.78271 -2.44244 -3.98567 0.514
H 2.74939 -0.64788 -5.89433 0.489
H 0.32575 0.29349 -6.25868 0.471
H -2.95199 -1.06954 1.25008 0.789
H -2.56258 0.36254 3.30384 0.378
H -1.06787 -1.26462 5.26401 0.342
H -2.36497 -0.11359 5.66666 0.401
H 0.40566 0.54173 4.55004 0.043
H -0.71900 2.50709 3.80417 -0.193
H -2.09406 2.20546 4.87913 0.501
H -1.01197 3.97199 6.10583 0.391
H 0.59979 3.39743 5.63472 0.246
H 0.37526 2.36490 7.83127 0.356
H -1.35794 2.04873 7.55708 0.280
H -3.35027 0.90275 -0.15996 0.482
H -2.67044 3.11312 -0.93909 0.464
H -0.37745 5.84257 -1.61043 0.272
H -1.96104 5.31355 -0.99493 0.345
H -1.13241 4.36728 -2.26773 0.374
H 1.89615 1.91319 2.88418 0.156
H 2.48132 1.19559 1.35589 0.166
H 3.13305 2.75618 1.92143 0.317
H 0.34522 0.47236 1.91457 0.532
H -0.55331 -0.03608 -1.50307 0.452

---

78
Properties=species:S:1:pos:R:3:mulliken_spin:R:1 method="wB97M-V/def2-TZVPD" spin_multiplicity=2 total_charge=+2 s2=0.76
Cr -0.14470 0.09820 0.11280 1.172
O 3.88060 -0.27500 4.26260 0.000
C 2.70580 -0.13200 4.81920 0.000
O 2.51030 -0.12000 6.00070 0.000
C 1.51430 0.05320 3.90320 0.001
C 0.25440 0.42010 4.35690 0.008
N -0.55950 0.47810 3.29120 -0.008
N 0.09120 0.17630 2.15690 -0.031
C 1.35370 -0.09290 2.51680 0.005
C 2.26740 -0.51360 1.40500 -0.004
O 3.45390 -0.68220 1.59500 0.003
O 1.63260 -0.64530 0.30050 -0.013
H 3.90370 -0.37950 3.28030 0.000
H -0.05150 0.64350 5.36060 0.000
H -1.54280 0.71270 3.28850 -0.002
O 1.00710 0.97800 -1.89240 0.008
N 0.10430 -0.04480 -1.76650 -0.062
C -0.07500 -0.84730 -2.74810 0.010
C -1.00200 -1.94820 -2.74110 0.004
C -1.31470 -2.53130 -3.98050 0.000
C -2.18660 -3.59730 -4.07960 0.000
C -2.75830 -4.13330 -2.93350 0.000
C -2.47930 -3.56370 -1.70140 -0.002
C -1.61650 -2.47490 -1.58690 0.002
P -1.34300 -1.88680 0.10850 -0.058
C -3.05310 -1.74120 0.71190 -0.002
C -3.53820 -2.45260 1.80590 -0.002
C -4.88140 -2.37040 2.14270 0.000
C -5.74220 -1.59810 1.38180 -0.001
C -5.25580 -0.87740 0.29990 0.003
C -3.91690 -0.93700 -0.03520 0.008
C -0.50530 -3.23590 0.97550 0.001
C -0.28470 -3.11390 2.35030 0.005
C 0.38630 -4.10960 3.03460 0.000
C 0.85230 -5.22580 2.35540 0.000
C 0.64730 -5.34320 0.99010 0.000
C -0.02470 -4.35300 0.29520 -0.001
H 1.75350 0.71710 -2.47030 0.002
H 0.47720 -0.68650 -3.67460 -0.001
H -0.86840 -2.12720 -4.87510 0.000
H -2.41760 -4.01660 -5.04640 0.000
H -3.40800 -4.99360 -2.99990 0.000
H -2.92640 -3.97650 -0.80570 0.000
H -2.87420 -3.08510 2.37750 0.000
H -5.25550 -2.91820 2.99310 0.000
H -6.79340 -1.55210 1.61410 0.000
H -5.93760 -0.29160 -0.29590 0.000
H -3.53640 -0.39020 -0.89180 0.001
H -0.65580 -2.24540 2.88010 0.000
H 0.54970 -4.01670 4.09730 0.000
H 1.37900 -5.99960 2.89000 0.000
H 1.01500 -6.20650 0.45910 0.000
H -0.18020 -4.45840 -0.76850 0.000
C -4.51160 3.02100 2.32130 0.000
C -4.16810 2.73400 0.86910 0.000
O -2.74660 2.86420 0.65620 -0.005
P -1.75390 1.81040 -0.03050 -0.048
O -1.90350 1.91610 -1.61030 0.001
C -1.86570 3.16860 -2.35540 0.001
C -3.08720 3.30430 -3.24070 0.000
O -0.36260 2.62000 0.21920 0.002
C -0.06360 3.43700 1.37170 0.003
C -0.38760 4.90090 1.13770 -0.001
H -5.59160 3.03510 2.43880 0.000
H -4.12180 3.99120 2.62050 0.000
H -4.11710 2.25520 2.98540 0.000
H -4.65540 3.46620 0.21960 0.000
H -4.50480 1.73340 0.58950 0.001
H -0.95460 3.12710 -2.95690 -0.001
H -1.80440 4.00690 -1.65760 0.000
H -3.12940 2.51460 -3.98550 0.000
H -3.03900 4.26110 -3.75420 0.000
H -4.00070 3.26950 -2.65410 0.000
H 1.00910 3.30620 1.54080 0.000
H -0.62100 3.06500 2.23710 0.000
H 0.07940 5.25760 0.22280 0.000
H 0.00610 5.47600 1.97260 0.000
H -1.46240 5.05310 1.07950 0.000

---

| no. | E (Eh) |
| --- | --- |
| 1 | -6347.24643 |
| 2 | -2327.41288 |
| 3 | -3656.45345 |